(1)
The following is a quantum chemistry calculation of C37H28Cl3LaN9O7S2 as an isolated structure at a distorted geometry, from the Open Molecules 2025 dataset.

Each line ends with the Mulliken charge.
Atoms and positions in Å:
La 0.5872 0.8069 0.4156  1.901
O 2.6843 -2.2768 1.8179  -0.689
C 1.6040 -1.8438 1.4550  -0.157
O 1.3017 -1.3922 0.2686  -0.661
C 0.4700 -1.6539 2.4548  0.620
C 0.1845 -2.4213 3.5593  -0.686
C -0.8900 -2.0314 4.3583  -0.624
C -1.6207 -0.8854 4.0598  -0.787
C -1.2574 -0.1642 2.9428  0.495
N -0.2537 -0.5685 2.1674  0.589
C -1.9073 1.1390 2.4793  0.291
O -2.8149 1.6136 3.1245  -0.723
O -1.3524 1.6173 1.3933  -0.498
H 0.7842 -3.2952 3.7864  0.622
H -1.1557 -2.6257 5.2247  0.472
H -2.4524 -0.5455 4.6666  0.599
C 3.3646 0.9934 4.6651  -0.615
O 4.1611 0.6473 3.5100  -0.513
C 3.5126 0.6227 2.3672  0.397
O 2.3195 0.9235 2.2560  -0.172
N 4.3265 0.3050 1.3449  -0.162
N 3.7405 0.0649 0.1024  -0.289
H 4.0408 0.9431 5.5080  0.288
H 2.5499 0.2847 4.7895  0.257
H 2.9647 1.9986 4.5588  0.210
H 5.1785 -0.1654 1.5874  0.273
H 3.4667 -0.9069 0.0618  0.221
H 4.4386 0.2373 -0.6044  0.286
S 5.4793 7.1433 -0.3589  0.156
N 4.5036 6.7398 0.8531  -0.634
C 3.8538 5.6785 0.4298  0.850
C 2.8354 4.9609 1.1849  0.436
C 2.4467 5.3279 2.4743  -0.712
C 1.4441 4.6246 3.0958  -1.072
C 0.8440 3.5794 2.4035  -0.148
N 1.2224 3.2003 1.1908  0.172
C 2.2190 3.8689 0.5819  -0.281
C 2.6219 3.4135 -0.7688  -0.242
N 2.0181 2.3193 -1.2691  -0.196
C 2.3403 1.9127 -2.4873  -0.301
C 3.2857 2.5476 -3.2814  -0.983
C 3.9191 3.6564 -2.7759  -0.712
C 3.5836 4.1065 -1.4990  0.324
C 4.2086 5.2692 -0.8845  0.963
N 5.1259 6.0196 -1.4521  -0.654
H 2.9376 6.1701 2.9518  0.545
H 1.1007 4.8814 4.0908  0.522
H 0.0178 3.0350 2.8430  0.398
H 1.8182 1.0334 -2.8518  0.432
H 3.5067 2.1702 -4.2734  0.466
H 4.6696 4.1962 -3.3445  0.544
Cl -1.2577 -8.1178 -0.8817  -0.203
C -1.8064 -6.6655 -1.6463  0.407
C -0.9099 -5.6528 -1.9272  -1.332
C -1.3735 -4.4957 -2.5385  0.098
C -2.7122 -4.3081 -2.8672  0.314
C -3.2450 -3.0449 -3.5276  0.231
C -2.2099 -2.0530 -4.0640  -1.703
N -1.7948 -0.9842 -3.1395  0.259
C -2.3788 0.2715 -3.0988  -0.395
C -1.6947 0.9765 -2.1672  -0.993
N -0.6985 0.1734 -1.6303  0.454
C -0.7998 -0.9962 -2.2363  -0.328
O -4.1812 -2.3321 -2.7407  -0.304
C -4.0394 -2.4053 -1.3146  -0.447
C -4.5089 -1.1469 -0.6538  -1.346
C -5.7481 -0.6009 -0.7871  0.453
Cl -7.0661 -1.2305 -1.6850  -0.213
S -5.9277 0.8373 0.1272  -0.258
C -4.3282 0.7309 0.7179  -0.400
C -3.6999 -0.3686 0.2278  0.661
C -3.5785 -5.3756 -2.5979  0.488
Cl -5.2451 -5.3130 -3.0715  -0.174
C -3.1408 -6.5395 -1.9891  -0.800
H 0.1388 -5.7675 -1.6760  0.442
H -0.6453 -3.7253 -2.7658  0.290
H -3.7899 -3.3641 -4.4141  0.655
H -2.6745 -1.5421 -4.8973  0.467
H -1.3339 -2.5670 -4.4480  0.504
H -3.2256 0.5314 -3.7210  0.445
H -1.8566 1.9911 -1.8297  0.555
H -0.1614 -1.8440 -2.0312  0.382
H -3.0002 -2.5826 -1.0365  0.424
H -4.6223 -3.2544 -0.9561  0.569
H -3.9436 1.4723 1.4144  0.335
H -2.6799 -0.6356 0.4759  0.184
H -3.8381 -7.3467 -1.7972  0.455

E_LUMO = -0.118 hartree
Kohn-Sham gap = 7.1 eV
Calculated total energy = -126666.1916 eV
Energy above the lowest of the compared OMol25 structures with the same formula, charge and spin = 10.1 kcal/mol
Net charge = +1
M = 1020.1 g mol⁻¹

---

(2)
The following is a quantum chemistry calculation of C37H28Co2O8P as an isolated structure at a distorted geometry, from the Open Molecules 2025 dataset.

Each line ends with the Mulliken charge.
Atoms and positions in Å:
C 3.9361 -2.2702 -4.1775  -1.242
C 3.7753 -2.1724 -2.6875  -0.123
O 2.4637 -1.5703 -2.4999  -0.067
C 2.2266 -1.2373 -1.2195  -1.283
C 1.0231 -0.3424 -1.0898  1.054
P -0.5002 -1.2433 -0.8122  1.739
C -1.7258 0.0421 -0.4818  0.845
C -3.0086 -0.3173 -0.0260  -0.256
C -4.0229 0.6440 0.0061  -0.789
C -3.7692 1.9584 -0.4061  -0.604
C -2.4909 2.3196 -0.8387  -0.599
C -1.4715 1.3701 -0.8741  -0.350
C -1.1411 -2.1427 -2.2463  0.497
C -2.0988 -3.1610 -2.0647  -0.269
C -2.7875 -3.6801 -3.1628  -0.713
C -2.5171 -3.1908 -4.4462  -0.476
C -1.5231 -2.2223 -4.6358  -0.809
C -0.8280 -1.7018 -3.5402  -0.480
C -0.3053 -2.5072 0.4585  0.235
C -0.5926 -2.2713 1.8180  -0.486
C -0.5169 -3.3291 2.7331  -0.676
C -0.1247 -4.6041 2.3081  -0.523
C 0.2350 -4.8239 0.9740  -0.817
C 0.1586 -3.7747 0.0594  -0.189
O 2.9709 -1.5469 -0.2965  -0.653
H 4.9071 -2.6926 -4.4401  0.403
H 3.1534 -2.9020 -4.6027  0.293
H 3.8442 -1.2826 -4.6388  0.294
H 3.7932 -3.1590 -2.2062  0.236
H 4.5365 -1.5269 -2.2418  0.285
H 0.9463 0.2728 -1.9943  1.005
H -3.2108 -1.3506 0.2690  0.322
H -5.0183 0.3581 0.3441  0.402
H -4.5680 2.7042 -0.3944  0.363
H -2.2844 3.3402 -1.1718  0.411
H -0.4859 1.6710 -1.2378  0.019
H -2.3044 -3.5529 -1.0663  0.379
H -3.5323 -4.4639 -3.0071  0.404
H -3.0806 -3.5720 -5.2977  0.372
H -1.2876 -1.8661 -5.6414  0.408
H -0.0440 -0.9556 -3.6843  0.276
H -0.8797 -1.2684 2.1468  0.459
H -0.7627 -3.1552 3.7832  0.465
H -0.0833 -5.4315 3.0180  0.360
H 0.5730 -5.8065 0.6359  0.397
H 0.4289 -3.9499 -0.9857  0.453
O 4.2938 1.0048 -1.4829  -0.497
C 3.5733 1.6857 -0.8837  0.371
Co 2.5963 2.7618 0.1046  0.345
C 4.1840 3.0346 0.8678  0.296
O 5.2247 3.2942 1.2992  -0.468
C 1.9730 3.4745 -1.4080  0.114
O 1.5509 3.9951 -2.3497  -0.458
C 0.2696 2.4639 2.2269  0.122
C -0.6718 2.0295 3.1922  0.156
C -2.0337 1.8595 2.8385  0.212
C -2.9791 1.5787 3.8124  -0.565
C -2.5972 1.4957 5.1573  -0.484
C -1.2570 1.6630 5.5198  -0.551
C -0.2982 1.9399 4.5550  -0.496
C 1.2307 2.1823 1.3209  -1.756
C 1.9068 1.1494 0.6119  1.575
Co 0.9481 3.9667 1.5432  0.201
C -0.2455 4.8266 0.5473  0.241
O -0.9953 5.4790 -0.0475  -0.454
C 2.3989 4.8300 0.8394  -0.845
O 3.0633 5.7806 0.6819  -0.515
C 0.9669 4.9211 3.0007  0.270
O 0.9559 5.5578 3.9686  -0.487
H -2.3209 1.9748 1.7871  0.214
H -4.0237 1.4349 3.5239  0.378
H -3.3491 1.3228 5.9288  0.343
H -0.9500 1.5948 6.5679  0.353
H 0.7442 2.1158 4.8222  0.449
H 2.6158 0.5205 1.1714  0.965
H 1.2188 0.4265 -0.1554  -0.998

E_LUMO = 0.075 hartree
Kohn-Sham gap = 4.2 eV
Calculated total energy = -139739.9970 eV
Energy above the lowest of the compared OMol25 structures with the same formula, charge and spin = 110.6 kcal/mol
Net charge = -1
M = 749.5 g mol⁻¹

---

(3)
The following is a quantum chemistry calculation of C37H28CrN10O5S2Se2 as an isolated structure, from the Open Molecules 2025 dataset.

Each line ends with the Löwdin spin population.
Atoms and positions in Å:
Cr 0.0944 -0.3650 -0.2322  2.781
N -2.8080 0.4885 -3.0890  0.002
C -2.3259 1.1489 -4.2198  0.000
C -3.1477 1.2747 -5.3373  0.000
C -2.6824 1.8492 -6.5102  0.001
C -1.3747 2.3070 -6.5844  0.000
C -0.5521 2.1955 -5.4726  0.001
C -1.0116 1.6265 -4.2894  0.000
S -0.0235 1.6550 -2.8489  0.010
N -0.7606 0.4492 -1.8972  0.021
C -2.1572 0.5121 -1.8127  0.004
C -2.6526 -0.7094 -1.0306  0.004
C -4.0030 -0.8947 -0.7830  -0.002
C -4.4003 -1.9951 -0.0454  0.005
C -3.4326 -2.8688 0.4228  -0.002
C -2.1006 -2.5844 0.1737  0.008
N -1.7171 -1.5215 -0.5352  -0.013
H -3.8125 0.4306 -3.0401  0.000
H -4.1719 0.9201 -5.2750  0.000
H -3.3427 1.9346 -7.3642  0.000
H -0.9970 2.7465 -7.4989  0.000
H 0.4704 2.5557 -5.5054  0.000
H -4.7199 -0.1635 -1.1339  0.000
H -5.4491 -2.1601 0.1703  0.000
H -3.6926 -3.7491 0.9943  0.000
H -1.2857 -3.1799 0.5727  0.007
Se 7.3888 1.1668 -1.8308  0.001
N 6.2465 1.7728 -0.6002  0.000
C 5.0995 1.2049 -0.8299  0.000
C 3.8956 1.4569 -0.0342  0.000
C 3.8592 2.3243 1.0542  0.000
C 2.6796 2.4535 1.7544  -0.002
C 1.5674 1.7212 1.3606  0.000
N 1.5941 0.9019 0.3154  -0.004
C 2.7411 0.7667 -0.3680  -0.001
C 2.7148 -0.2073 -1.4631  -0.008
N 1.5642 -0.8752 -1.6147  0.001
C 1.4449 -1.7251 -2.6239  -0.009
C 2.4806 -1.9679 -3.5137  0.002
C 3.6930 -1.3337 -3.3261  -0.012
C 3.8171 -0.4340 -2.2733  0.002
C 5.0572 0.2792 -1.9538  0.000
N 6.1671 0.1262 -2.6123  0.002
H 4.7545 2.8625 1.3363  0.000
H 2.6072 3.1028 2.6151  0.000
H 0.6342 1.7708 1.9006  0.000
H 0.4897 -2.2257 -2.7077  0.000
H 2.3311 -2.6610 -4.3295  0.000
H 4.5404 -1.5146 -3.9742  -0.001
O -2.6690 1.7028 -1.0514  0.005
S -1.7897 2.0834 0.2580  0.002
O -2.7214 2.7325 1.1453  -0.001
O -1.3603 0.7512 0.7971  0.019
O -0.6815 2.8860 -0.1781  0.002
C -7.8046 2.5650 0.3629  0.000
C -7.2195 2.2840 1.7223  0.000
C -7.9713 1.6903 2.7305  0.000
C -7.4309 1.4438 3.9841  0.000
C -6.1153 1.7962 4.2703  0.000
N -5.6214 1.5732 5.5743  0.000
C -4.3527 1.1808 5.9927  0.000
O -4.0965 1.0758 7.1803  0.000
N -3.4949 0.9294 4.9736  0.000
C -2.1646 0.4836 5.0049  0.000
C -1.3418 0.3929 6.1140  0.000
C -0.0394 -0.0521 5.9048  0.000
C 0.3877 -0.3651 4.6200  0.003
N -0.4094 -0.2578 3.5579  0.002
C -1.6488 0.1381 3.7617  0.000
C -5.3586 2.4114 3.2690  0.000
C -5.9058 2.6336 2.0167  0.000
H -8.8484 2.2541 0.3125  0.000
H -7.2546 2.0384 -0.4194  0.000
H -7.7562 3.6303 0.1312  0.000
H -8.9990 1.4043 2.5344  0.000
H -8.0325 0.9716 4.7526  0.000
H -6.2894 1.5493 6.3258  0.000
H -3.8738 0.9786 4.0421  0.000
H -1.7047 0.6618 7.0950  0.000
H 0.6393 -0.1458 6.7435  0.000
H 1.3889 -0.7319 4.4152  0.002
H -2.2678 0.2331 2.8757  0.000
H -4.3504 2.7567 3.4570  0.000
H -5.2857 3.1070 1.2631  0.000
Se 1.0461 -2.0288 1.1219  0.168

E_LUMO (spin up / spin down) = 0.048 / 0.048 hartree
Kohn-Sham gap (spin up / spin down) = 4.4 / 4.6 eV
Multiplicity = 4
Calculated total energy = -244752.2692 eV
Energy above the lowest of the compared OMol25 structures with the same formula, charge and spin = 0.0 kcal/mol
Net charge = -1
M = 966.7 g mol⁻¹

---

Which value of M does entry 3 give? 966.7 g mol⁻¹